Density functional theory data (ωB97M-V/def2-TZVPD) for a structure of composition C35H52BiOP4S.

## Properties
- ΔE to the lowest compared entry with this formula, charge and spin (kcal/mol) = 0.0
- E_HOMO (eV) = -15.18
- net charge = +3
- electronic energy (Ha) = -3417.3819
- HOMO-LUMO gap (Ha) = 0.196
- lowest unoccupied orbital energy (Eh) = -0.3620

Each line ends with the Mulliken charge.
Positions of all 94 atoms, in Å:
Bi  -2.174  -1.152  -0.365  1.0648
P  -1.669  0.800  1.455  0.8281
P  -0.196  -2.725  0.919  0.6902
P  -3.901  -2.234  1.196  0.7602
H  -5.816  0.219  -4.429  0.2205
C  -5.827  0.015  -3.328  -0.6044
C  -6.085  1.038  -2.510  -0.4528
H  -6.318  2.035  -2.951  0.4186
C  -0.708  2.123  0.654  -0.3122
C  -0.704  0.326  2.936  -0.9100
C  -3.161  1.581  2.136  -1.0492
C  -0.004  -4.298  0.023  -1.2643
C  1.536  -2.205  1.061  -0.2998
C  -0.540  -3.315  2.616  -1.5017
C  -5.539  -1.633  0.713  -1.1931
C  -3.883  -2.215  3.009  -1.1564
C  -3.832  -3.999  0.761  -1.2116
H  -5.812  -1.029  -3.024  0.3304
H  -6.323  0.955  -1.444  0.1983
H  -1.231  2.503  -0.237  0.3396
H  0.281  1.702  0.382  -0.3726
H  -0.543  2.948  1.367  0.4729
H  0.333  0.088  2.664  -0.0187
H  -1.165  -0.536  3.436  0.2255
H  -0.695  1.168  3.643  0.5843
H  -3.738  2.038  1.319  0.3274
H  -2.846  2.359  2.844  0.4810
H  -3.781  0.838  2.657  0.3006
H  0.428  -5.035  0.713  0.4237
H  0.683  -4.132  -0.816  0.4699
H  -0.966  -4.666  -0.359  0.3312
H  2.024  -2.729  1.893  0.4752
H  1.577  -1.117  1.220  -0.6420
H  2.064  -2.422  0.127  0.4443
H  0.324  -3.916  2.917  0.6337
H  -1.447  -3.930  2.659  0.3994
H  -0.648  -2.474  3.312  0.2980
H  -6.275  -2.207  1.291  0.5497
H  -5.714  -1.786  -0.363  0.3783
H  -5.638  -0.565  0.959  0.3496
H  -4.766  -2.781  3.335  0.5020
H  -3.959  -1.195  3.403  0.3070
H  -2.990  -2.697  3.424  0.3048
H  -4.811  -4.425  1.009  0.5078
H  -3.057  -4.533  1.330  0.3215
H  -3.644  -4.141  -0.312  0.3487
C  -2.936  1.036  -3.062  0.6235
C  -3.211  -0.336  -2.761  -0.7754
C  -2.684  -1.361  -3.586  -0.5389
C  -1.905  -1.027  -4.695  -0.8446
C  -1.670  0.323  -5.004  -0.6258
C  -2.177  1.336  -4.194  -0.7434
S  -3.645  2.412  -2.211  -0.1945
H  -4.208  3.048  -3.223  0.2682
H  -4.028  -0.588  -2.063  0.7318
H  -2.906  -2.412  -3.366  0.6038
H  -1.503  -1.812  -5.339  0.4771
H  -1.112  0.578  -5.903  0.4868
H  -2.060  2.390  -4.445  0.4905
O  1.804  0.715  0.830  -0.2365
P  3.169  1.227  0.408  1.2678
C  3.706  2.530  1.536  0.0713
C  5.003  3.054  1.393  -0.3125
C  5.459  4.030  2.285  -0.8203
C  4.615  4.459  3.318  -0.5674
C  3.332  3.935  3.467  -0.6482
C  2.865  2.967  2.578  -0.1304
C  4.366  -0.102  0.548  0.3398
C  4.802  -0.475  1.832  -0.4947
C  5.723  -1.505  1.979  -0.7702
C  6.199  -2.180  0.847  -0.5315
C  5.730  -1.843  -0.430  -0.7670
C  4.804  -0.808  -0.581  -0.1866
C  3.106  1.862  -1.270  0.4849
C  2.614  1.030  -2.293  -0.5698
C  2.650  1.460  -3.618  -0.6833
C  3.155  2.734  -3.918  -0.6365
C  3.556  3.598  -2.897  -0.7053
C  3.505  3.178  -1.565  -0.6246
H  5.650  2.695  0.585  0.4948
H  6.460  4.442  2.171  0.4300
H  4.975  5.216  4.004  0.4227
H  2.675  4.277  4.274  0.4066
H  1.865  2.535  2.679  0.1228
H  4.413  0.050  2.710  0.4251
H  6.082  -1.773  2.982  0.4350
H  6.953  -2.961  0.958  0.4411
H  6.087  -2.375  -1.319  0.4460
H  4.428  -0.546  -1.569  0.4435
H  2.198  0.043  -2.053  0.4406
H  2.301  0.789  -4.416  0.4634
H  3.242  3.047  -4.961  0.4310
H  3.933  4.603  -3.122  0.4367
H  3.775  3.864  -0.767  0.4242

Cartesian forces, eV/Å:
2.17 0.31 0.72
0.81 1.39 0.61
0.92 -1.11 0.62
-0.92 -1.00 0.76
0.23 -0.42 1.07
-1.23 0.83 -0.82
-1.41 0.12 -0.77
0.33 -0.93 0.51
-0.19 -0.22 -0.45
-0.04 -0.56 -0.12
-0.38 -0.40 -0.37
-0.55 0.07 -0.46
-0.13 0.77 -0.19
-0.53 0.28 0.14
0.01 0.15 -0.12
0.19 0.27 0.24
-0.02 -0.06 -0.17
0.07 0.16 -0.01
0.33 -0.10 -0.32
0.05 -0.07 0.28
-0.32 0.10 0.13
-0.21 -0.33 -0.09
-0.21 0.13 -0.10
0.06 0.33 -0.05
-0.11 -0.08 -0.31
0.08 -0.06 0.26
-0.03 -0.18 -0.19
0.11 0.36 -0.09
-0.07 0.17 -0.19
-0.23 -0.15 0.14
0.32 -0.11 0.07
-0.25 -0.03 -0.19
0.30 -0.19 -0.03
-0.10 0.08 0.14
-0.18 0.06 -0.04
0.34 0.06 0.01
0.13 -0.30 -0.11
0.04 0.14 -0.17
0.01 0.07 0.33
-0.02 -0.31 -0.11
0.11 0.09 -0.07
-0.02 -0.26 -0.07
-0.28 0.17 -0.20
0.16 -0.07 -0.06
-0.26 0.24 -0.16
-0.14 0.00 0.24
-0.22 -0.80 -0.51
-0.03 0.82 -0.96
0.19 0.55 0.22
-0.06 0.06 0.26
-0.11 -0.16 0.04
0.04 -0.29 -0.11
0.80 -0.32 1.44
-0.07 0.10 -0.54
0.49 0.34 -0.31
0.02 0.36 -0.15
-0.17 0.25 0.18
-0.09 -0.04 0.22
0.25 -0.31 -0.06
-0.31 -0.07 0.01
-0.42 0.19 0.72
0.17 0.08 0.04
-0.10 0.15 0.28
-0.43 -0.30 -0.09
0.20 -0.06 -0.27
-0.26 -0.07 -0.01
0.42 -0.12 -0.43
0.22 -0.24 -0.23
-0.10 0.09 -0.20
0.06 -0.15 0.03
-0.07 0.14 -0.20
0.00 -0.11 0.14
0.16 -0.04 0.32
-0.07 0.37 -0.19
0.06 0.15 -0.13
-0.01 0.09 0.10
0.03 -0.13 0.02
-0.03 0.02 0.02
-0.02 -0.49 -0.33
-0.19 0.14 0.34
-0.25 -0.06 0.09
-0.07 -0.05 0.01
0.38 -0.08 -0.29
0.37 0.16 -0.02
0.25 -0.08 -0.25
-0.14 0.10 -0.52
-0.25 0.20 -0.03
-0.08 0.19 0.45
0.28 -0.02 0.21
0.28 0.32 -0.06
0.19 0.40 0.34
-0.08 -0.05 0.33
-0.26 -0.48 0.01
0.10 -0.17 -0.17

Density functional theory data (ωB97M-V/def2-TZVPD) for a cluster of 9 separate species, H18O9 in total.

## Properties
- ΔE to the lowest compared entry with this formula, charge and spin (kcal/mol) = 102.7
- E_HOMO (eV) = -10.89
- net charge = 0
- structure (SMILES) = O.O.O.O.O.O.O.O.O
- electronic energy (Ha) = -687.8622
- HOMO-LUMO gap (Ha) = 0.385
- lowest unoccupied orbital energy (Eh) = -0.0155

Each line ends with the Mulliken charge.
Positions of all 27 atoms, in Å:
O  0.028  0.601  0.142  -0.5787
H  -0.037  -0.386  -0.092  0.3031
H  0.484  1.089  -0.530  0.3095
O  3.221  -0.211  3.178  -0.6103
H  3.366  0.660  3.356  0.2848
H  3.274  -0.413  2.198  0.3185
O  1.401  -3.615  0.999  -0.5705
H  0.717  -3.939  0.510  0.2645
H  2.048  -3.155  0.458  0.3024
O  -1.363  1.588  3.662  -0.6055
H  -1.402  0.728  3.211  0.2966
H  -0.790  1.386  4.372  0.3091
O  1.379  3.001  2.937  -0.6112
H  0.888  2.606  2.127  0.3350
H  1.977  2.382  3.373  0.2734
O  -0.781  -2.591  -0.053  -0.6352
H  -1.070  -2.218  0.769  0.3280
H  -0.812  -3.565  0.205  0.2728
O  -2.180  -1.975  -2.176  -0.6455
H  -1.336  -1.946  -1.724  0.3742
H  -2.482  -2.891  -1.888  0.2892
O  -0.729  1.010  -4.584  -0.6516
H  -0.514  0.474  -5.449  0.3187
H  -1.302  0.493  -4.020  0.3349
O  -1.381  4.028  -3.452  -0.6470
H  -0.613  3.629  -3.872  0.3132
H  -1.988  3.231  -3.658  0.3276

Cartesian forces, eV/Å:
-0.72 -2.50 0.70
0.49 2.55 0.09
0.32 -0.06 -0.82
-0.71 -4.61 -2.07
0.81 3.67 0.17
-0.04 0.93 1.92
3.35 0.93 3.00
-1.84 -1.07 -2.35
-0.40 -0.20 -0.30
-0.91 -0.60 -1.32
-0.18 0.53 -0.08
1.04 0.07 1.33
-1.03 -0.13 -1.73
1.51 0.40 2.45
-0.52 -0.27 -0.66
-0.11 -2.51 0.35
-0.30 0.78 0.80
-0.29 1.92 -0.89
-0.89 -1.82 -0.07
0.15 0.19 0.13
0.31 1.86 -0.70
1.10 -0.79 -2.68
-0.94 1.40 2.87
-0.22 -0.61 -0.09
-1.46 -2.54 -0.77
0.62 0.39 0.00
0.87 2.08 0.72

Density functional theory data (ωB97M-V/def2-TZVPD) for an isolated molecule of C5H8O2.

## Properties
- ΔE to the lowest compared entry with this formula, charge and spin (kcal/mol) = 21.3
- E_HOMO (eV) = -9.06
- net charge = 0
- structure (SMILES) = C=C(O)CC(C)=O
- electronic energy (Ha) = -345.7710
- HOMO-LUMO gap (Ha) = 0.355
- lowest unoccupied orbital energy (Eh) = 0.0218

Each line ends with the Mulliken charge.
Positions of all 15 atoms, in Å:
C  -0.104  0.055  -2.213  -0.8911
C  0.549  0.290  -1.078  0.5490
O  1.794  -0.250  -0.874  -0.5385
C  -0.081  1.013  0.094  -0.8146
C  -0.970  0.019  0.840  0.7977
C  -0.260  -0.973  1.732  -1.0801
O  -2.170  0.024  0.687  -0.5525
H  -1.123  0.404  -2.334  0.2771
H  0.357  -0.514  -3.013  0.2892
H  2.277  0.296  -0.241  0.3607
H  -0.710  1.834  -0.257  0.2667
H  0.690  1.420  0.763  0.3992
H  -0.039  -0.491  2.692  0.2908
H  0.690  -1.289  1.288  0.3166
H  -0.901  -1.837  1.915  0.3298

Cartesian forces, eV/Å:
0.10 0.00 0.12
-0.33 -0.02 -0.21
0.13 0.16 0.08
-0.04 0.10 -0.03
-0.24 -0.03 0.01
-0.05 -0.08 0.01
0.46 0.02 0.12
0.17 -0.04 0.03
-0.03 0.08 0.10
-0.06 -0.11 -0.07
0.08 -0.13 0.02
-0.10 -0.09 -0.09
-0.02 -0.03 -0.14
-0.15 0.03 0.06
0.07 0.12 -0.02

Density functional theory data (ωB97M-V/def2-TZVPD) for a structure of composition C6H5O6Pb.

## Properties
- ΔE to the lowest compared entry with this formula, charge and spin (kcal/mol) = 0.0
- E_HOMO (spin up / spin down) (eV) = -22.16 / -22.20
- net charge = +3
- electronic energy (Ha) = -874.4933
- HOMO-LUMO gap (spin up / spin down) (Ha) = 0.182 / 0.186
- lowest unoccupied orbital energy (spin up / spin down) (Eh) = -0.6327 / -0.6305

Each line ends with the Mulliken charge.
Positions of all 18 atoms, in Å:
O  0.158  3.509  -0.415  0.0437
C  0.156  2.386  -0.583  0.1301
Pb  0.218  -0.359  -0.691  1.2337
C  0.187  -2.902  -0.669  0.2025
O  0.186  -4.040  -0.558  0.0413
C  0.159  -0.405  -3.087  0.2014
O  0.058  -1.303  -3.859  0.0460
C  2.797  -0.250  -0.794  0.1694
O  3.936  -0.213  -0.783  0.0430
C  -2.383  -0.295  -0.782  0.1719
O  -3.524  -0.279  -0.833  0.0310
H  0.256  0.727  -3.315  0.4486
C  -0.679  0.776  2.747  -0.5728
O  0.301  -0.099  2.158  -0.4207
H  -1.617  0.635  2.199  0.2330
H  -0.375  1.826  2.638  0.3217
H  -0.833  0.533  3.809  0.3501
H  0.999  -0.250  2.818  0.3262

Cartesian forces, eV/Å:
-0.02 -3.15 -0.47
0.02 3.28 0.53
0.19 0.30 2.68
0.00 -4.99 0.73
0.00 4.14 -0.46
-0.41 -2.52 -7.34
0.49 3.91 5.03
4.55 0.12 0.22
-3.69 -0.11 -0.06
-4.81 0.04 0.03
3.97 -0.05 0.17
-0.06 -0.83 0.43
-0.67 0.93 -0.16
-0.08 -0.55 -1.09
0.08 -0.10 0.26
0.01 -0.29 0.24
0.13 -0.05 -0.32
0.30 -0.10 -0.41

Density functional theory data (ωB97M-V/def2-TZVPD) for a structure of composition C3H7Cl6HgO.

## Properties
- ΔE to the lowest compared entry with this formula, charge and spin (kcal/mol) = 22.0
- E_HOMO (eV) = -5.14
- net charge = -1
- electronic energy (Ha) = -3108.3535
- HOMO-LUMO gap (Ha) = 0.269
- lowest unoccupied orbital energy (Eh) = 0.0798

Each line ends with the Mulliken charge.
Positions of all 18 atoms, in Å:
Hg  -0.873  -0.156  -0.674  0.8559
C  1.260  -1.503  1.661  -0.5431
O  -0.061  -1.253  1.245  -0.5904
H  1.286  -2.524  2.042  0.2267
H  1.888  -1.601  0.776  0.1308
H  1.686  -0.828  2.404  0.2214
Cl  -1.719  1.535  -2.512  -0.6066
Cl  -3.142  -1.042  0.376  -0.7008
C  2.504  -1.318  -3.429  -0.3575
Cl  4.040  -1.265  -2.477  -0.1690
Cl  1.149  -1.097  -2.247  -0.0309
H  2.453  -0.506  -4.154  0.2885
H  2.478  -2.304  -3.892  0.2713
C  -2.742  2.791  2.154  -0.2986
Cl  -1.472  2.019  1.180  -0.0580
Cl  -2.011  3.414  3.646  -0.1834
H  -3.186  3.557  1.519  0.2923
H  -3.538  2.082  2.383  0.2514

Cartesian forces, eV/Å:
-1.48 -0.28 1.48
-0.93 -0.69 -1.48
-0.05 1.08 -0.91
-0.02 -0.25 0.60
0.74 0.45 -0.04
-0.02 0.36 0.01
0.74 -0.91 0.84
0.34 0.18 -0.47
0.20 0.04 0.97
-0.37 0.12 -0.67
0.91 -0.57 -1.09
0.17 -0.14 0.26
-0.32 0.24 0.17
-0.08 -0.37 -0.65
-0.20 0.45 0.45
-0.42 0.20 -0.08
0.34 0.31 0.44
0.45 -0.20 0.16